Record 1
57
Properties=species:S:1:pos:R:3:forces:R:3:mulliken_charge:R:1 method="wB97M-V/def2-TZVPD" homo_energy_ev=-10.08 de_lowest_ev=2.648 smiles=OCCO.OCCO.OCCO.O.O.O.O.O.O.O.O.O
O -1.646 -2.620 0.313 -0.346 1.313 -0.688 -0.685
H -1.906 -2.022 1.020 0.029 0.086 0.254 0.251
H -1.437 -3.468 0.639 0.254 -1.351 0.807 0.276
O -2.472 0.498 -0.188 -1.852 -0.650 0.301 -0.626
H -1.566 0.284 -0.282 1.276 -0.416 0.185 0.000
H -2.523 1.413 -0.424 -0.062 0.811 -0.095 0.382
O 0.179 -0.257 -0.007 0.765 0.631 -0.014 0.733
H 0.963 0.138 0.481 -1.180 -0.185 -1.442 -0.032
H 0.065 0.099 -0.937 1.227 -0.395 1.320 0.203
O -1.124 -2.056 -2.234 0.655 0.451 -2.534 -0.680
H -1.303 -2.131 -1.307 -0.868 0.324 0.999 0.381
H -1.675 -1.410 -2.721 0.231 -0.597 1.219 0.318
O 3.375 -0.815 -0.365 0.734 0.694 -0.749 -0.621
H 2.902 -1.614 -0.153 -0.772 -0.856 0.422 0.302
H 3.578 -0.931 -1.304 0.082 0.212 0.291 0.256
O 0.843 1.258 -2.537 -1.381 0.703 0.645 -0.617
H 1.566 0.785 -2.881 1.361 -1.036 -0.737 0.228
H 1.236 1.895 -1.912 0.105 0.339 0.126 0.283
O 2.689 1.278 1.321 -0.451 0.272 0.650 -0.708
H 3.355 0.744 0.853 0.014 -0.113 0.455 0.278
H 2.922 1.504 2.244 0.238 -0.475 -1.013 0.272
O -1.277 2.937 -0.796 1.108 -2.542 -1.102 -0.583
H -1.718 3.708 -1.029 -1.278 2.583 -0.244 0.301
H -1.350 2.460 -1.676 0.175 0.330 1.153 0.410
O 2.222 2.943 -0.768 -0.268 1.310 -1.898 -0.678
H 2.193 2.476 0.034 0.322 -1.562 2.079 0.372
H 1.741 3.740 -0.532 -0.147 0.308 -0.380 0.350
C -1.246 0.013 3.912 1.354 0.472 -0.079 -0.480
C 0.209 0.438 4.156 -1.947 0.686 0.754 0.035
O 0.325 0.732 5.568 -1.341 0.424 -1.501 -0.561
O -1.527 -0.087 2.540 -0.369 -0.883 0.185 -0.370
H -1.845 0.743 4.422 -0.689 0.454 0.182 0.304
H -1.409 -0.943 4.389 -0.244 -0.397 -0.027 0.343
H 0.406 1.235 3.423 0.243 0.507 0.661 0.298
H 0.839 -0.351 3.937 1.452 -1.669 -0.623 -0.116
H 1.233 0.663 5.774 1.509 -0.064 0.560 0.322
H -1.069 0.568 2.010 -0.047 0.231 -0.095 0.179
C 1.821 -2.444 1.911 0.419 1.519 0.701 0.236
C 0.911 -3.033 2.980 -1.371 0.062 -1.133 -0.747
O 1.378 -2.753 4.251 2.202 0.782 0.006 -0.560
O 1.474 -2.746 0.579 2.315 -1.650 1.115 -0.760
H 2.708 -3.013 2.061 1.258 0.088 0.202 0.440
H 2.067 -1.287 2.107 -0.710 -2.358 -0.442 -0.177
H 0.970 -4.073 2.998 0.217 -2.158 -1.224 0.452
H -0.177 -2.876 2.823 0.485 0.793 0.161 0.253
H 0.648 -2.515 4.749 -1.936 0.830 1.886 0.350
H 0.787 -2.193 0.348 -2.864 2.100 -1.226 0.308
C -1.355 1.577 -5.490 0.555 -1.095 -0.315 -0.224
C -2.315 1.101 -4.466 -0.192 -0.313 1.192 -0.572
O -1.829 1.394 -3.173 0.969 -0.021 0.201 -0.481
O -1.801 1.100 -6.729 1.515 -0.300 -0.951 -0.541
H -0.336 1.119 -5.345 -0.883 0.686 -0.012 0.315
H -1.339 2.653 -5.428 0.486 0.580 -0.166 0.229
H -2.501 0.029 -4.538 -0.018 -0.130 -0.304 0.312
H -3.256 1.623 -4.586 -0.386 0.081 -0.025 0.349
H -0.865 1.186 -3.216 -0.578 0.187 0.466 0.185
H -2.712 1.286 -6.840 -1.375 0.369 -0.158 0.312

=====

Record 2
17
Properties=species:S:1:pos:R:3:forces:R:3:mulliken_charge:R:1 method="wB97M-V/def2-TZVPD" homo_energy_ev="-8.76 / -8.76" de_lowest_ev=0.000 smiles="N#CC1=C2C=C[C@@H](I)C=C2C(=O)O1"
C 0.953 -2.993 1.010 -0.503 0.501 -0.798 0.099
C -0.726 2.003 -0.011 1.350 0.839 1.745 -0.543
C -0.197 1.436 1.263 -1.083 -0.247 -0.064 -0.277
C -0.711 1.049 -1.132 0.124 0.040 -0.704 -0.450
C 0.049 0.144 1.456 1.548 -0.144 0.730 -0.853
C -0.087 -0.146 -1.001 -1.246 1.762 1.838 0.603
C 0.260 -0.697 0.288 -0.034 -1.409 0.797 0.750
C 0.061 -1.185 -1.964 0.826 -1.391 0.472 0.028
C 0.576 -2.027 0.081 -0.650 3.127 -0.925 0.264
N 1.163 -3.766 1.814 0.562 -1.342 1.405 -0.407
O -0.037 -1.170 -3.128 -0.321 -0.214 -1.875 -0.492
O 0.491 -2.339 -1.264 0.021 -0.159 -0.119 -0.372
I 0.789 3.739 -0.283 -0.507 -0.589 -0.403 0.057
H -1.558 2.661 0.293 -0.013 -0.616 -1.121 0.477
H -0.154 2.053 2.144 -0.254 0.474 -0.054 0.416
H -1.174 1.321 -2.079 0.253 0.020 0.134 0.400
H 0.301 -0.083 2.513 -0.071 -0.654 -1.058 0.298

=====

Record 3
10
Properties=species:S:1:pos:R:3:forces:R:3:mulliken_charge:R:1 method="wB97M-V/def2-TZVPD" homo_energy_ev=-10.44 de_lowest_ev=0.624 smiles="COC(N)=O"
C -1.316 0.826 -1.048 -0.284 1.459 -0.910 -0.519
C 0.407 -0.304 0.184 -1.426 0.762 0.904 0.647
H -1.647 1.929 -1.198 0.828 -1.881 0.032 0.213
H -2.283 0.302 -0.760 1.598 0.161 0.101 0.253
H -0.888 0.379 -2.018 -0.710 0.728 1.612 0.253
H 0.985 0.497 1.938 0.077 0.112 0.464 0.235
H 1.383 -1.270 1.721 -0.669 3.024 -1.065 0.272
N 1.132 -0.279 1.329 0.953 -2.296 0.748 -0.453
O -0.274 0.922 -0.010 -0.176 -2.036 -0.819 -0.351
O 0.272 -1.299 -0.465 -0.191 -0.031 -1.067 -0.548